120
Properties=species:S:1:pos:R:3 method="wB97M-V/def2-TZVPD" molar_mass_g_mol=1205.02 total_charge=0 homo_lumo_gap_ev=6.919 smiles="CP(O)c1c(F)c2c(c(C(F)(F)C(F)(F)C(F)(F)F)c1COCOCCO)C(=O)C(CCCCl)=C(CB(O)O)C2=O.O=C1C=C(O)C(=O)C=C1O.O=C1C=C(O)C(=O)C=C1O.O=C1C=C(O)C(=O)C=C1O.O=C1C=C(O)C(=O)C=C1O" e_homo_ev=-8.6 lumo_energy_ev=-1.677
C 2.47 3.44 4.37
P 1.99 4.40 2.77
O 3.46 4.56 1.92
C 0.73 3.28 1.93
C -0.50 2.92 2.87
F -0.60 3.39 4.20
C -1.62 2.05 2.29
C -1.60 1.50 0.81
C -0.43 1.86 -0.13
C -0.42 1.40 -1.63
F 0.87 0.93 -2.10
F -1.31 0.39 -2.02
C -0.78 2.65 -2.62
F -0.50 3.92 -2.06
F -2.22 2.60 -2.75
C -0.21 2.48 -4.11
F -0.41 1.18 -4.65
F -0.99 3.34 -4.95
F 1.12 2.92 -4.24
C 0.73 2.75 0.49
C 1.99 3.15 -0.41
O 3.22 2.50 -0.11
C 3.16 1.09 0.11
O 3.66 0.84 1.48
C 4.87 0.04 1.43
C 4.60 -1.53 1.16
O 5.31 -2.34 2.16
C -2.87 0.61 0.49
O -2.93 -0.54 0.00
C -4.27 1.21 1.04
C -5.53 1.15 0.07
C -6.45 -0.09 0.61
C -6.33 -1.40 -0.32
Cl -7.43 -1.12 -1.78
C -4.28 1.72 2.38
C -5.63 2.28 3.03
B -6.15 3.68 2.40
O -7.36 3.62 1.57
O -5.55 4.97 2.57
C -2.90 1.72 3.23
O -2.82 1.51 4.45
H 3.59 3.49 4.58
H 2.20 2.32 4.23
H 1.82 3.81 5.24
H 3.83 5.46 1.97
H 2.15 4.28 -0.21
H 1.78 3.11 -1.55
H 3.94 0.60 -0.58
H 2.18 0.56 -0.08
H 5.36 0.09 2.48
H 5.66 0.45 0.71
H 4.94 -1.87 0.12
H 3.47 -1.76 1.22
H 5.53 -3.19 1.70
H -5.12 0.78 -0.95
H -6.11 2.12 -0.04
H -7.54 0.21 0.74
H -6.05 -0.40 1.65
H -6.64 -2.33 0.26
H -5.24 -1.58 -0.64
H -6.48 1.49 3.04
H -5.41 2.48 4.15
H -8.05 3.11 2.07
H -6.28 5.62 2.43
O 2.39 -3.08 2.28
C 1.97 -2.40 3.21
C 0.68 -1.70 3.16
C 0.27 -0.96 4.19
O -0.92 -0.31 4.16
C 1.10 -0.82 5.42
O 0.70 -0.12 6.34
C 2.37 -1.54 5.48
C 2.79 -2.28 4.45
O 3.97 -2.95 4.50
H 0.09 -1.82 2.26
H -0.99 0.15 5.02
H 2.96 -1.44 6.39
H 4.04 -3.41 3.63
O 6.33 1.73 -1.25
C 6.65 2.64 -1.99
C 7.21 2.40 -3.33
C 7.55 3.43 -4.11
O 8.07 3.22 -5.35
C 7.38 4.84 -3.66
O 7.73 5.75 -4.40
C 6.80 5.08 -2.34
C 6.45 4.05 -1.55
O 5.91 4.26 -0.32
H 7.32 1.37 -3.64
H 8.24 4.12 -5.71
H 6.67 6.11 -2.03
H 5.75 3.37 0.05
O 0.07 -5.15 -2.37
C 0.36 -4.25 -3.14
C 0.90 -4.49 -4.48
C 1.22 -3.47 -5.28
O 1.72 -3.69 -6.52
C 1.04 -2.06 -4.84
O 1.37 -1.15 -5.59
C 0.48 -1.81 -3.51
C 0.15 -2.83 -2.71
O -0.38 -2.62 -1.48
H 1.02 -5.52 -4.78
H 1.87 -2.80 -6.90
H 0.34 -0.79 -3.21
H -0.52 -3.51 -1.10
O -3.91 -8.75 -1.65
C -4.35 -7.65 -1.34
C -3.57 -6.42 -1.50
C -4.08 -5.24 -1.14
O -3.37 -4.09 -1.28
C -5.45 -5.13 -0.56
O -5.88 -4.04 -0.22
C -6.24 -6.36 -0.43
C -5.73 -7.54 -0.79
O -6.46 -8.68 -0.67
H -2.58 -6.51 -1.92
H -3.95 -3.38 -0.95
H -7.24 -6.26 -0.02
H -5.87 -9.39 -1.00